(1)
Computed, not measured: 2 unconnected molecules or ions with the total composition C2H8N2O in a non-equilibrium geometry, with ωB97M-V/def2-TZVPD.

Its LUMO energy is 0.97 eV. The HOMO energy comes out at -7.7 eV. The calculation puts the total energy at -265.7234 a.u. The calculation puts the energy above the lowest of the compared OMol25 structures with the same formula, charge and spin at 37.5 kcal/mol.

```
! RIJCOSX wB97M-V def2-TZVPD def2/J DEFGRID3
* xyz 0 1
N 2.4699 0.0107 -0.6103
C 1.1795 0.4756 -0.2763
C 0.4693 -0.0787 0.7108
N -0.9136 0.1137 0.9713
H 2.9253 0.6220 -1.2709
H 3.0896 -0.1202 0.1783
H 0.6560 1.2869 -0.7728
H 0.8257 -0.9645 1.2316
H -1.3263 0.9396 0.5397
H -1.0952 0.1495 1.9688
O -3.1318 -0.8374 -0.7273
H -2.8856 -0.7978 -1.6685
H -2.2629 -0.7993 -0.2744
*
```

(2)
Computed, not measured: a single C3H6O3 molecule, with ωB97M-V/def2-TZVPD.

Its LUMO energy is 0.57 eV. The HOMO energy comes out at -8.9 eV. The calculation puts the total energy at -343.5284 a.u. The calculation puts the energy above the lowest of the compared OMol25 structures with the same formula, charge and spin at 79.2 kcal/mol.

```
! RIJCOSX wB97M-V def2-TZVPD def2/J DEFGRID3
* xyz 0 1
O 1.6923 0.7850 -1.1178
C 0.4162 0.7277 -1.3423
C -0.1523 -0.4947 -0.6017
O 0.8514 -1.2753 0.0416
C -1.1236 0.1250 0.4151
O -0.3794 0.5583 1.5490
H 1.9570 -0.0412 -0.6201
H -1.6164 0.9587 -0.0887
H -0.6928 -1.1292 -1.3140
H 0.8372 -1.0075 0.9778
H -1.8733 -0.5825 0.7852
H 0.0838 1.3757 1.3159
*
```

(3)
Computed, not measured: a gas-phase ion, CH3ClO3P (charge -1) in a non-equilibrium geometry, with ωB97M-V/def2-TZVPD.

Its LUMO energy is 3.98 eV. The HOMO energy comes out at -4.7 eV. The calculation puts the total energy at -1067.2028 a.u. The calculation puts the energy above the lowest of the compared OMol25 structures with the same formula, charge and spin at 50.3 kcal/mol.

```
! RIJCOSX wB97M-V def2-TZVPD def2/J DEFGRID3
* xyz -1 1
C -0.0526 0.4093 0.0194
O 1.6200 2.2200 1.1433
O -0.5304 1.7289 2.5295
O -1.8733 2.3494 -0.5352
P 0.2124 1.7744 1.2082
Cl -0.7656 3.3494 0.0833
H -0.9381 -0.1859 0.2830
H -0.4896 0.6949 -0.9415
H 0.9769 -0.0286 -0.0496
*
```

(4)
Computed, not measured: a gas-phase ion, C2H2NO2P2 (charge -1) in a non-equilibrium geometry, with ωB97M-V/def2-TZVPD.

Its LUMO energy is 1.87 eV. The HOMO energy comes out at -4.7 eV. The calculation puts the total energy at -965.3579 a.u. The calculation puts the energy above the lowest of the compared OMol25 structures with the same formula, charge and spin at 45.1 kcal/mol.

```
! RIJCOSX wB97M-V def2-TZVPD def2/J DEFGRID3
* xyz -1 1
C 0.0695 -0.1281 -0.1254
C -2.3263 0.2264 -0.0395
N -1.0955 -0.4181 -0.7175
O -3.3089 0.3619 -0.8133
O -2.1475 0.5199 1.1072
P 2.8720 0.1449 0.5893
P 1.5713 -0.7897 -0.6898
H 0.2615 0.5524 0.8117
H 4.1039 -0.4696 -0.1227
*
```

(5)
Computed, not measured: a single C5HF3N2 molecule in a non-equilibrium geometry, with ωB97M-V/def2-TZVPD.

Its LUMO energy (spin up / spin down) is -3.01 / -3.01 eV. The HOMO energy (spin up / spin down) comes out at -9.1 / -9.1 eV. The calculation puts the total energy at -599.9857 a.u. The calculation puts the energy above the lowest of the compared OMol25 structures with the same formula, charge and spin at 69.7 kcal/mol.

```
! RIJCOSX wB97M-V def2-TZVPD def2/J DEFGRID3
* xyz 0 1
C -2.2932 0.7530 -0.7505
C -1.2097 0.8873 -0.0042
C 0.2539 -1.4418 -0.7591
C -0.1075 1.0508 0.7037
C 1.1827 -0.8933 -0.0131
N -3.2311 0.6221 -1.4294
N 1.0026 0.2597 0.7357
F 0.1945 -2.4446 -1.5947
F 0.0397 2.1096 1.5313
F 2.4238 -1.4179 0.2060
H 1.7443 0.5152 1.3743
*
```

(6)
Computed, not measured: 2 unconnected molecules or ions with the total composition C3H8N3O2 in a non-equilibrium geometry, with ωB97M-V/def2-TZVPD.

Its LUMO energy is -3.62 eV. The HOMO energy comes out at -13.0 eV. The calculation puts the total energy at -433.5372 a.u. The calculation puts the energy above the lowest of the compared OMol25 structures with the same formula, charge and spin at 54.3 kcal/mol.

```
! RIJCOSX wB97M-V def2-TZVPD def2/J DEFGRID3
* xyz 1 1
C 2.1002 1.4029 0.0509
C -0.4998 0.3780 0.4905
C -2.1143 0.6404 2.2794
N 1.0087 0.8480 0.2699
N 3.2356 1.5328 -0.3898
N 0.2152 -1.7954 -2.2029
O -0.9680 -0.4657 -0.2312
O -0.9197 0.9696 1.5400
H -1.7193 -0.0208 3.1366
H -2.7969 -0.0223 1.5820
H -2.5402 1.7351 2.5371
H 1.1059 -1.8957 -1.7467
H 4.0934 1.7131 -0.0198
H 0.3234 -0.9898 -2.8713
H -0.5940 -1.4128 -1.6368
H 0.0699 -2.6174 -2.7881
*
```